A molecular structure, C37H45BMnN9Se. Source: OMol25; level of theory: ωB97M-V/def2-TZVPD.

Geometry as XYZ:
```
94
Properties=species:S:1:pos:R:3:forces:R:3
Mn 1.53631 0.08946 -0.07872 0.1 0.4 -0.1
N 5.55783 -0.92297 0.42658 0.2 0.0 -0.1
C 5.72110 -0.97540 -0.94333 0.1 0.0 0.1
C 4.48609 -0.78175 -1.47371 -0.2 0.0 0.0
N 3.58066 -0.61925 -0.45089 0.0 0.0 -0.1
C 4.25580 -0.70302 0.67097 -0.1 0.0 0.2
C 3.55035 -0.49953 1.92716 0.2 -0.1 -0.1
N 2.24399 -0.30353 1.93209 -0.2 0.0 0.0
C 1.89813 -0.02810 3.23855 -0.1 0.0 -0.1
C 3.00844 -0.07918 4.01566 0.1 0.0 0.1
N 4.05125 -0.38178 3.16397 0.1 0.0 0.2
H 6.29605 -1.02954 1.10016 0.0 0.0 0.0
H 6.68297 -1.14211 -1.40057 -0.1 0.0 0.1
H 4.19165 -0.73988 -2.51094 0.0 0.0 0.1
H 0.88310 0.17988 3.53523 0.1 0.0 -0.1
H 3.14855 0.05937 5.07614 0.0 0.0 -0.1
H 5.01552 -0.46313 3.43385 0.1 0.0 0.0
Se 1.57458 1.54200 -3.60894 -0.1 -0.1 -0.1
N 2.05188 3.25206 -3.35541 0.0 0.0 0.1
C 2.18160 3.45384 -2.03385 0.0 0.0 0.0
C 2.52095 4.63791 -1.36473 0.0 0.1 0.0
C 2.61982 4.61136 0.02739 0.0 0.0 0.0
C 2.39603 3.44191 0.73541 0.0 0.0 0.0
N 2.06586 2.28470 0.12606 -0.1 0.1 0.2
C 1.94065 2.31432 -1.20240 0.1 0.1 0.0
N 1.58557 1.17234 -1.81290 -0.2 0.0 0.0
H 2.69906 5.54654 -1.92776 0.0 -0.1 0.0
H 2.87824 5.51021 0.57094 0.0 0.0 0.0
H 2.47629 3.41635 1.81632 0.0 0.0 0.0
C 0.94858 -3.69633 2.37373 0.0 0.0 0.0
C -0.34377 -2.99133 1.95451 0.0 0.1 0.2
C -1.49223 -4.00138 1.86292 0.0 -0.1 0.1
C -0.71155 -1.83786 2.87689 -0.1 0.1 -0.1
C -0.60635 -2.01089 4.25349 0.0 -0.1 0.0
C -0.98705 -1.00926 5.12962 0.0 0.0 0.1
C -1.45795 0.19630 4.63501 0.1 0.0 0.0
C -1.57348 0.43255 3.26476 0.1 -0.1 -0.1
C -2.10972 1.80124 2.85062 0.0 -0.1 0.0
C -1.28933 2.55298 1.79928 0.0 0.0 -0.1
C -3.59054 1.75542 2.46063 0.0 0.0 0.0
C -1.20882 -0.61058 2.39443 -0.1 -0.1 -0.1
N -1.45788 -0.48712 0.98402 -0.1 -0.1 0.1
B -0.62310 -0.22242 -0.15437 -0.3 -0.2 0.2
N -1.46127 -0.45011 -1.28979 -0.1 0.0 -0.1
C -2.72630 -0.84126 -0.82514 0.1 0.0 -0.3
C -2.72320 -0.87335 0.50979 0.2 0.0 0.4
C -1.32484 -0.27261 -2.70800 0.0 0.0 0.2
C -0.66483 -1.24195 -3.47400 0.0 0.0 0.0
C -0.68336 -1.08552 -4.85961 0.0 0.0 0.0
C -1.35014 -0.02756 -5.46081 0.1 0.0 0.0
C -1.99474 0.91253 -4.67805 0.0 0.1 0.0
C -1.98784 0.81463 -3.28990 0.0 0.1 0.0
C -2.69660 1.87545 -2.46035 0.0 0.0 -0.1
C -4.19577 1.91713 -2.76693 0.0 0.0 -0.1
C -2.06405 3.25524 -2.65826 0.0 0.1 0.0
C 0.02045 -2.48443 -2.90555 -0.1 0.0 0.0
C 1.30149 -2.19696 -2.11575 0.1 -0.1 -0.4
C -0.90634 -3.40461 -2.10288 0.0 0.0 0.0
H 1.25035 -4.40519 1.59818 0.0 0.0 0.0
H 0.81975 -4.26790 3.29771 0.0 0.1 -0.1
H 1.76619 -2.98672 2.52844 0.0 0.0 0.0
H -0.18667 -2.58315 0.95987 0.0 0.1 -0.2
H -1.71790 -4.40833 2.85350 0.0 0.0 -0.1
H -1.22002 -4.83429 1.20825 0.0 0.1 0.0
H -2.39984 -3.54498 1.46877 0.0 0.0 0.0
H -0.23441 -2.95080 4.64776 0.0 0.1 0.0
H -0.91643 -1.16721 6.20067 0.0 0.0 -0.1
H -1.74776 0.98404 5.32406 0.0 -0.1 0.0
H -2.04817 2.39696 3.76338 0.0 0.0 0.1
H -1.55093 2.25052 0.78415 0.0 0.0 0.0
H -0.21784 2.40020 1.93128 0.1 0.0 0.0
H -1.47978 3.62741 1.88011 0.0 -0.1 0.0
H -3.72620 1.27570 1.48978 0.0 0.0 0.0
H -3.98752 2.77100 2.38517 0.0 0.0 0.0
H -4.18459 1.21510 3.20100 0.0 0.0 0.0
H -3.52596 -1.06924 -1.51338 0.1 0.0 0.0
H -3.51536 -1.14640 1.18970 0.1 0.0 0.0
H -0.18621 -1.82663 -5.47654 0.0 0.0 0.0
H -1.36433 0.06029 -6.54108 0.0 0.0 0.1
H -2.51271 1.74111 -5.15002 0.0 -0.1 0.0
H -2.57939 1.61875 -1.41017 0.0 0.0 0.1
H -4.37592 2.25344 -3.79229 0.0 0.0 0.1
H -4.70309 2.61443 -2.09514 0.0 0.0 0.0
H -4.66083 0.93553 -2.65365 0.0 0.0 0.0
H -2.14902 3.59399 -3.69465 0.0 0.0 0.1
H -1.00431 3.25295 -2.39714 0.0 0.0 0.0
H -2.56788 3.99159 -2.02545 0.0 0.0 0.0
H 0.33025 -3.04889 -3.78625 0.0 0.0 -0.1
H 1.05076 -1.90227 -1.09665 -0.1 0.0 0.3
H 1.90058 -1.41162 -2.58147 -0.1 -0.1 0.0
H 1.91906 -3.09561 -2.03012 -0.1 0.0 0.0
H -1.19705 -2.96222 -1.14683 0.0 0.0 -0.1
H -0.39773 -4.35064 -1.89296 0.0 0.1 0.0
H -1.81685 -3.63189 -2.66070 0.0 0.0 0.0
```
Forces are in eV/Å.

Computed properties:
energy relative to the best compared isomer or geometry (same formula, charge and spin) = 0.00 kcal per mole
total energy = -5506.9157 hartree
HOMO level (spin up / spin down) = -8.4 / -10.6 eV
expectation value of S² = 9.125
2S+1 = 6
orbital gap (spin up / spin down) = 4.76 / 7.71 eV
LUMO level (spin up / spin down) = -3.68 / -2.85 eV
charge = +1



A molecular structure, C25H26ClMoN2O5Se. Source: OMol25; level of theory: ωB97M-V/def2-TZVPD.

Geometry as XYZ:
```
61
Properties=species:S:1:pos:R:3:forces:R:3
Mo -0.07989 0.43162 0.18461 -0.2 -0.2 0.1
N 1.91686 -0.23536 1.14511 0.0 0.0 0.0
C 2.05433 0.21209 2.54226 0.0 0.0 0.0
C 0.71292 0.72245 3.04385 0.0 0.0 0.0
O 0.53024 1.12442 4.14985 0.1 0.0 0.0
O -0.23854 0.68345 2.10216 0.0 0.0 -0.1
H 1.90774 -1.25038 1.09409 0.0 0.0 0.0
H 2.69405 0.08103 0.57438 0.0 0.0 0.0
H 2.77323 1.02676 2.61237 0.0 0.0 0.0
H 2.40358 -0.58480 3.19646 0.0 0.0 0.0
Se 1.55503 1.41237 -1.40916 0.1 0.0 -0.2
C 0.73864 2.88268 -0.46960 0.0 0.0 0.1
C -0.29502 3.61750 -1.06521 0.0 0.0 0.0
C -0.92109 4.61905 -0.34766 0.0 0.0 0.0
C -0.54307 4.88759 0.96659 0.0 0.0 0.0
C 0.48992 4.18148 1.55553 0.1 -0.1 0.0
C 1.14356 3.18931 0.83330 0.0 0.1 0.0
H -0.59046 3.39486 -2.08096 0.0 0.0 0.0
H -1.70875 5.19849 -0.81122 0.0 0.0 0.0
H -1.05166 5.66115 1.52601 0.0 0.0 0.0
H 0.79453 4.39989 2.57006 0.0 0.0 0.0
H 1.99443 2.67799 1.26354 0.0 0.0 0.0
C -5.20228 0.00331 -3.76184 0.0 0.0 0.0
C -4.61070 -1.03372 -2.84808 0.0 0.0 0.0
C -4.31755 -2.30800 -3.32089 0.0 0.0 0.0
C -3.81574 -3.28003 -2.47139 0.0 0.0 0.0
Cl -3.47536 -4.86125 -3.10555 0.0 0.0 0.0
C -3.60284 -3.02112 -1.12886 0.0 0.0 0.0
C -3.87681 -1.75045 -0.64640 0.0 0.0 0.0
C -4.36271 -0.77360 -1.50029 0.0 0.0 0.0
O -4.65046 0.47558 -0.95932 0.0 0.0 0.0
C -3.70768 1.46254 -1.31044 0.0 0.0 0.0
C -2.33873 1.10573 -0.78521 0.0 0.0 0.0
O -1.34405 0.94228 -1.54312 0.0 0.0 0.0
O -2.10913 0.94831 0.45361 0.0 0.0 0.0
H -5.80929 -0.47166 -4.53040 0.0 0.0 0.0
H -4.42488 0.57615 -4.27318 0.0 0.0 0.0
H -5.83030 0.69961 -3.20824 0.0 0.0 0.0
H -4.50470 -2.55261 -4.35856 0.0 0.0 0.0
H -3.24141 -3.80231 -0.47375 0.0 0.0 0.0
H -3.74094 -1.50658 0.40026 0.0 0.0 0.0
H -4.02707 2.39368 -0.84098 0.0 0.0 0.0
H -3.62866 1.60156 -2.39065 0.0 0.0 0.0
C -0.09237 -2.31527 -2.80459 0.0 0.0 0.0
C -0.24441 -3.14498 -1.56480 0.0 0.0 0.0
C -0.30806 -4.52855 -1.64655 0.0 0.0 0.0
C -0.50020 -5.29944 -0.51197 0.0 0.0 0.0
C -0.64778 -4.71075 0.74070 0.0 0.0 0.0
C -0.58688 -3.33803 0.88380 0.0 0.0 0.0
C -0.75699 -2.67830 2.22172 0.0 0.0 0.0
C -0.36212 -2.57471 -0.28322 0.0 0.0 0.0
N -0.26910 -1.21436 -0.14665 0.1 0.1 0.0
H -0.79357 -2.66703 -3.56276 0.0 0.0 0.0
H 0.91258 -2.42257 -3.21789 0.0 0.0 0.0
H -0.28524 -1.25911 -2.62963 0.0 0.0 0.0
H -0.22986 -5.00333 -2.61571 0.0 0.0 0.0
H -0.55376 -6.37637 -0.60349 0.0 0.0 0.0
H -0.81855 -5.32959 1.61208 0.0 0.0 0.0
H -1.10377 -3.39980 2.95798 0.0 0.0 0.0
H -1.46923 -1.85268 2.18185 0.0 0.0 0.0
H 0.18684 -2.26880 2.59389 0.0 0.0 0.0
```
Forces are in eV/Å.

Computed properties:
energy relative to the best compared isomer or geometry (same formula, charge and spin) = 0.17 kcal per mole
total energy = -4383.6698 hartree
HOMO level = -11.4 eV
orbital gap = 6.80 eV
LUMO level = -4.58 eV
charge = +1



2 unconnected molecules or ions with the total composition C16H35N4O5PS. Source: OMol25; level of theory: ωB97M-V/def2-TZVPD.

Geometry as XYZ:
```
62
Properties=species:S:1:pos:R:3:forces:R:3
C 0.56097 2.50166 0.74181 0.2 0.1 0.0
N 1.20155 2.34341 -0.55536 0.1 -0.1 -0.1
C 0.41562 2.72385 -1.71589 0.0 -0.1 0.1
N -1.02114 2.48534 -1.60546 -0.1 0.2 -0.3
C -1.58642 1.40524 -2.40386 0.2 0.0 0.0
C -3.08194 1.63434 -2.68413 0.0 0.0 -0.2
C -3.93691 2.46346 -1.70934 0.0 0.0 0.1
C -3.86977 2.08588 -0.23211 -0.1 -0.1 0.1
C -5.39404 2.43868 -2.18532 0.1 0.3 0.0
C -1.21675 0.04313 -1.77366 -0.4 -0.1 -0.1
N -2.34136 -0.48390 -0.97194 0.4 0.1 0.1
C -2.31305 -0.67524 0.20763 0.0 0.1 0.0
S -2.28542 -0.91844 1.75791 -0.1 -0.1 0.1
O -0.94213 -0.88678 -2.79325 -0.1 0.0 0.0
C 0.25702 -1.65665 -2.70307 0.1 -0.2 -0.2
C 1.48505 -0.73561 -2.70707 0.2 -0.2 0.1
C 2.76741 -1.41676 -3.12821 0.0 0.0 -0.1
O 3.18730 -2.42376 -2.62633 0.0 0.0 0.0
P 0.35820 -2.96376 -1.35530 0.1 -0.1 0.3
N -1.31028 -3.35362 -1.24939 0.1 0.1 -0.4
O 0.60338 -1.87306 -0.09953 -0.3 0.1 -0.1
H -0.14389 1.70075 0.99293 -0.1 0.1 0.0
H 1.32890 2.54558 1.51515 0.0 0.0 0.0
H 0.01723 3.44605 0.75897 0.0 0.0 0.0
H 1.59075 1.41848 -0.66207 0.0 0.0 0.1
H 0.56735 3.79097 -1.90416 -0.1 0.0 0.1
H 0.83387 2.19104 -2.57653 0.0 0.1 0.0
H -1.51054 3.34238 -1.81866 -0.1 0.0 0.1
H -1.10774 1.35510 -3.39420 0.1 0.0 0.1
H -3.55882 0.67181 -2.88489 0.0 0.0 0.1
H -3.12140 2.18159 -3.63139 -0.1 -0.1 0.0
H -3.60091 3.50490 -1.78277 0.1 0.0 -0.1
H -4.33211 1.11170 -0.05946 0.0 0.0 0.0
H -4.43194 2.81328 0.35802 0.0 0.0 0.0
H -2.84973 2.05584 0.14840 0.0 0.1 0.0
H -5.91608 3.34114 -1.86190 -0.1 -0.1 0.1
H -5.46049 2.40983 -3.27460 0.0 -0.1 0.0
H -5.92573 1.58087 -1.77039 0.0 -0.1 -0.1
H -0.37526 0.16133 -1.09120 0.1 0.0 -0.1
H 0.26607 -2.24839 -3.62517 -0.1 0.1 -0.1
H 1.67226 -0.36778 -1.69345 0.0 0.1 0.0
H 1.29517 0.10594 -3.37351 0.0 0.0 0.0
H 3.33814 -0.91965 -3.93752 0.0 0.0 0.0
H -1.71214 -3.24504 -0.32661 0.0 -0.2 0.0
H -1.88372 -2.83687 -1.90704 -0.1 0.1 0.1
H 0.14839 -2.16186 0.70106 0.1 0.0 0.1
C 3.75362 -0.24321 5.14266 0.0 0.0 0.0
O 4.47085 -1.45388 5.00366 0.0 0.0 0.0
C 3.72842 -2.60363 5.37066 0.1 0.0 0.0
C 3.18414 -3.33666 4.16460 -0.1 0.0 0.0
O 2.21971 -2.56663 3.46889 0.0 0.1 0.0
C 2.72190 -1.94463 2.29806 0.0 0.0 0.1
H 4.34602 0.53861 4.67030 0.0 0.0 0.0
H 2.77602 -0.29529 4.65646 0.0 0.0 0.0
H 3.61348 0.01113 6.19922 0.0 0.0 0.0
H 2.90509 -2.33033 6.03928 0.0 0.0 0.0
H 4.40155 -3.27123 5.91705 0.0 0.0 0.0
H 2.69588 -4.25638 4.50139 0.0 0.0 0.0
H 4.00651 -3.61413 3.49711 0.0 0.0 0.0
H 2.89294 -2.67928 1.50542 0.0 0.0 0.0
H 3.65097 -1.40385 2.49683 0.0 0.0 0.0
H 1.96796 -1.23702 1.96127 0.0 0.0 0.0
```
Forces are in eV/Å.

Computed properties:
total energy = -1965.3339 hartree
HOMO level = -8.5 eV
orbital gap = 8.91 eV
LUMO level = 0.42 eV
charge = 0



C5H7NO in the gas phase at a distorted geometry. Source: OMol25; level of theory: ωB97M-V/def2-TZVPD.

Geometry as XYZ:
```
14
Properties=species:S:1:pos:R:3:forces:R:3
C -1.24168 -0.36959 0.85769 0.0 -0.1 -0.1
C -0.13325 -1.04374 0.00667 -0.1 -0.4 -0.3
C 0.72987 0.01825 -0.67380 -1.0 0.4 0.8
C 1.17403 0.93388 0.37150 0.1 0.6 0.2
O 2.10703 0.29960 -0.47482 0.2 -0.5 -0.1
C 0.23298 0.57836 -1.92968 -0.6 0.4 -0.6
N -0.19374 1.02441 -2.90890 0.5 -0.5 1.0
H -0.87769 0.06214 1.80153 0.1 -0.2 -0.3
H -2.00553 -1.10554 1.12092 0.1 0.1 -0.1
H -1.74035 0.44149 0.31152 0.1 -0.2 0.0
H 0.49109 -1.67815 0.64371 0.0 0.0 -0.2
H -0.60546 -1.64754 -0.76036 0.0 -0.4 0.0
H 0.86221 1.95820 0.24959 0.8 0.5 0.0
H 1.20050 0.52824 1.38443 -0.1 0.3 -0.2
```
Forces are in eV/Å.

Computed properties:
energy relative to the best compared isomer or geometry (same formula, charge and spin) = 55.85 kcal per mole
total energy = -324.6355 hartree
HOMO level = -10.8 eV
orbital gap = 11.64 eV
LUMO level = 0.84 eV
charge = 0



| no. | molecular weight (g mol⁻¹) |
| --- | --- |
| 1 | 760.54 |
| 2 | 644.85 |
| 3 | 426.52 |
| 4 | 97.12 |